(1)
Entry from the OMol25 dataset: a structure of composition Cl4Co at a distorted geometry (ωB97M-V/def2-TZVPD).

Computed properties:
- HOMO (spin up / spin down): 0.371 / 0.466 eV
- Charge: -2
- ⟨S²⟩: 3.818
- Orbital gap (spin up / spin down): 4.5 / 4.7 eV
- Multiplicity: 4

```
5
Cl4Co (ωB97M-V/def2-TZVPD)
Co 1.005 1.451 -0.202
Cl -1.027 0.711 1.026
Cl 0.783 -1.407 -1.000
Cl -1.757 0.065 -1.723
Cl 0.995 -0.820 1.899
```

Here are the Mulliken charges for atoms 1 to 4, given in e: 0.46 -0.33 -0.79 -0.82

(2)
Entry from the OMol25 dataset: a structure of composition Cl4CsO16 at a distorted geometry (ωB97M-V/def2-TZVPD).

Computed properties:
- HOMO: -1.347 eV
- Charge: -3
- Orbital gap: 6.2 eV
- Multiplicity: 1

```
21
Cl4CsO16 (ωB97M-V/def2-TZVPD)
Cs -28.233 -22.393 20.044
Cl -22.986 -19.609 27.045
O -22.674 -20.089 28.415
O -23.854 -20.428 26.381
O -23.637 -18.398 27.525
O -21.791 -19.523 26.305
Cl -24.494 -22.019 21.859
O -25.014 -21.832 20.540
O -23.269 -22.725 21.955
O -24.512 -20.796 22.415
O -25.557 -22.630 22.607
Cl -29.451 -19.516 17.398
O -28.694 -20.092 16.325
O -28.534 -19.029 18.454
O -30.081 -18.334 16.879
O -30.300 -20.525 18.048
Cl -25.134 -24.875 17.136
O -25.599 -24.999 18.546
O -26.015 -23.932 16.516
O -23.699 -24.363 17.065
O -25.142 -26.210 16.548
```

Here are the Mulliken charges for atoms 1 to 4, given in e: 0.96 1.54 -0.72 -0.54

(3)
Entry from the OMol25 dataset: the molecule Cl4H2Si2 at a distorted geometry (ωB97M-V/def2-TZVPD).

Computed properties:
- HOMO: -10.395 eV
- SMILES: Cl[SiH](Cl)[SiH](Cl)Cl
- Relative energy (zero: lowest compared OMol25 entry of this formula, charge and spin): 1.004 eV
- Charge: 0
- Orbital gap: 9.3 eV
- Multiplicity: 1

```
8
Cl4H2Si2 (ωB97M-V/def2-TZVPD)
Cl 2.965 -1.110 0.369
Si 0.899 0.218 -0.543
Cl 1.567 2.076 -0.362
Si -1.123 -0.198 0.542
Cl -2.174 1.534 0.553
Cl -2.144 -1.532 -0.577
H 1.096 -0.298 -1.892
H -1.086 -0.690 1.910
```

Here are the Mulliken charges for atoms 1 to 4, given in e: -0.44 0.51 -0.13 0.59

(4)
Entry from the OMol25 dataset: a structure of composition Cl4O16Sr3 at a distorted geometry (ωB97M-V/def2-TZVPD).

Computed properties:
- HOMO: -11.815 eV
- Relative energy (zero: lowest compared OMol25 entry of this formula, charge and spin): 0.000 eV
- Charge: +2
- Orbital gap: 1.8 eV
- Multiplicity: 1

```
23
Cl4O16Sr3 (ωB97M-V/def2-TZVPD)
Sr 18.507 9.058 8.918
Sr 24.847 8.582 7.073
Sr 20.038 4.040 8.090
Cl 22.408 6.806 11.190
O 23.193 5.697 10.696
O 21.197 6.808 10.333
O 21.911 6.586 12.516
O 23.090 8.056 11.120
Cl 21.818 10.541 3.004
O 22.244 9.950 1.764
O 22.034 9.466 3.982
O 22.624 11.679 3.371
O 20.447 10.957 3.095
Cl 21.724 7.498 7.181
O 20.504 8.270 7.155
O 22.636 7.932 8.226
O 21.495 6.085 7.485
O 22.377 7.505 5.909
Cl 21.023 11.853 7.966
O 20.707 13.079 8.632
O 21.927 11.100 8.801
O 19.839 10.998 7.707
O 21.534 12.167 6.673
```

Here are the Mulliken charges for atoms 1 to 4, given in e: 1.87 1.87 1.96 1.66

It is found that the total energy values, taken in the order of the records, are -3223.4484, -3063.7409, -2421.0970, -3135.0138 Ha.